The following is a quantum chemistry calculation of C23H60N4O8V as an isolated structure at a distorted geometry, from the OMol25 dataset.

Values from the calculation:
F_max ... 0.0569 hartree/bohr
Total energy ... -2676.92521 Ha
Frontier orbital gap ... 6.804 eV
LUMO ... -3.6 eV

ORCA input file:
```
! wB97M-V def2-TZVPD RIJCOSX def2/J DEFGRID3
* xyz 1 1
O 0.51 -0.46 -0.08
V 1.67 0.60 -0.49
O 1.81 0.82 -2.10
C -4.05 -2.02 4.08
C -3.02 -3.13 4.27
C -3.68 -4.52 3.93
C -3.94 -4.72 2.49
C -2.67 -4.57 1.68
C -1.81 -3.28 2.02
N -1.76 -3.07 3.50
O -0.98 -1.97 3.80
C -0.46 -3.62 1.41
C -2.44 -2.05 1.27
C -2.82 -3.32 5.78
H -3.58 -1.11 4.46
H -4.95 -2.11 4.70
H -4.39 -1.82 3.07
H -2.93 -5.28 4.15
H -4.53 -4.74 4.59
H -4.59 -3.92 2.13
H -4.50 -5.63 2.30
H -2.97 -4.43 0.65
H -2.15 -5.52 1.79
H 0.19 -2.76 1.55
H -0.04 -4.48 1.93
H -0.49 -3.86 0.34
H -2.02 -1.11 1.62
H -2.14 -1.95 0.22
H -3.52 -2.06 1.34
H -2.29 -4.24 6.05
H -3.79 -3.49 6.25
H -2.30 -2.43 6.13
H -0.17 -2.31 4.19
C 2.11 -1.26 -4.49
O 2.88 -1.96 -5.48
H 2.19 -1.75 -3.52
H 2.42 -0.22 -4.35
H 1.06 -1.20 -4.78
H 3.79 -2.01 -5.18
C -1.83 -0.75 -2.97
O -1.91 0.56 -3.58
H -1.68 -0.64 -1.89
H -2.67 -1.36 -3.29
H -0.89 -1.22 -3.25
H -2.19 0.43 -4.49
C 0.37 4.33 1.12
C 1.01 2.97 0.83
C 0.94 2.00 2.03
O 1.75 0.84 1.79
C 1.84 -0.02 2.94
N 0.32 2.47 -0.37
H 0.49 4.94 0.22
H 0.84 4.90 1.91
H -0.68 4.29 1.38
H 2.09 3.01 0.71
H -0.10 1.69 2.20
H 1.34 2.57 2.86
H 0.86 -0.46 3.14
H 2.16 0.56 3.80
H 2.59 -0.79 2.75
H 0.52 3.17 -1.07
H -0.68 2.55 -0.28
C 6.22 0.91 -0.91
C 4.74 0.52 -1.13
C 4.48 -1.01 -0.94
O 3.02 -1.17 -0.96
C 2.70 -2.51 -0.52
N 4.02 1.33 -0.12
H 6.50 1.77 -1.52
H 6.82 0.09 -1.29
H 6.52 1.16 0.11
H 4.43 0.82 -2.13
H 4.82 -1.23 0.07
H 4.87 -1.67 -1.71
H 1.61 -2.56 -0.54
H 3.03 -2.70 0.50
H 2.93 -3.25 -1.29
H 4.17 2.31 -0.31
H 4.62 1.23 0.67
C 0.29 2.97 -3.99
C -0.16 4.37 -3.55
C -1.65 4.38 -3.23
O -2.14 5.71 -2.94
C -3.56 5.77 -2.92
N 0.57 4.70 -2.36
H 0.00 2.72 -5.01
H -0.02 2.19 -3.30
H 1.37 2.85 -4.00
H 0.11 5.19 -4.22
H -1.94 3.67 -2.45
H -2.16 4.13 -4.16
H -4.16 5.31 -2.14
H -3.95 5.44 -3.89
H -3.86 6.82 -2.88
H 1.46 5.06 -2.68
H 0.19 5.54 -1.95
*
```

The following is a quantum chemistry calculation of C7H12NO3S as an isolated structure at a distorted geometry, from the OMol25 dataset.

Values from the calculation:
F_max ... 0.1370 hartree/bohr
Total energy ... -952.12805 Ha
Frontier orbital gap (alpha / beta) ... 8.895 / 7.700 eV
LUMO (alpha / beta) ... -5.2 / -6.1 eV
Energy above the lowest of the compared OMol25 structures with the same formula, charge and spin ... 247.9 kJ/mol

ORCA input file:
```
! wB97M-V def2-TZVPD RIJCOSX def2/J DEFGRID3
* xyz 1 1
C -0.85 -0.63 0.21
C -1.93 -1.54 0.20
C 1.09 -1.06 0.26
C -3.22 -0.71 0.11
C -3.01 0.77 -0.19
C 2.94 0.21 1.10
C 2.33 0.28 -1.28
N 1.84 0.14 0.12
O -1.91 -2.74 0.28
O -0.77 1.80 1.11
O -0.59 1.44 -1.28
S -1.22 1.07 -0.05
H 1.46 -2.06 0.26
H -3.86 -1.19 -0.64
H -3.73 -0.85 1.07
H -3.26 1.03 -1.22
H -3.53 1.43 0.49
H 3.62 -0.63 0.98
H 3.50 1.14 0.95
H 2.54 0.20 2.11
H 2.93 -0.59 -1.56
H 1.48 0.37 -1.96
H 2.94 1.18 -1.36
H 1.20 0.94 0.28
*
```

The following is a quantum chemistry calculation of a 4-piece molecular cluster, C41H67FN4O7S overall at a distorted geometry, from the OMol25 dataset.

Values from the calculation:
F_max ... 0.0248 hartree/bohr
Total energy ... -2846.14000 Ha
Frontier orbital gap ... 7.975 eV
LUMO ... 0.3 eV
Energy above the lowest of the compared OMol25 structures with the same formula, charge and spin ... 0.0 kJ/mol

ORCA input file:
```
! wB97M-V def2-TZVPD RIJCOSX def2/J DEFGRID3
* xyz 0 1
C -7.69 -2.13 -1.39
C -6.43 -2.86 -0.94
O -5.24 -2.15 -1.24
C -4.50 -2.62 -2.36
C -3.10 -3.03 -1.93
O -2.17 -2.01 -2.22
C -1.26 -1.68 -1.21
C -0.81 -0.18 -1.33
C -1.37 0.55 -0.12
C -2.89 0.56 -0.11
F -3.36 1.85 -0.27
C -1.16 0.45 -2.68
C -1.02 1.97 -2.77
C 0.43 2.47 -2.91
N 1.08 2.57 -1.60
C 1.43 3.92 -1.21
C 1.90 4.07 0.22
C 1.98 5.39 0.71
C 2.40 5.68 2.00
C 2.74 4.64 2.88
C 2.67 3.34 2.41
C 2.26 3.05 1.10
O 2.21 1.73 0.73
O 0.64 -0.27 -1.34
C 0.94 -1.47 -1.89
O 1.72 -1.64 -2.76
C 0.08 -2.48 -1.15
C 0.11 -3.84 -1.84
C -0.55 -5.00 -1.08
C 0.36 -5.86 -0.19
S 1.85 -6.44 -1.05
C 0.63 -2.51 0.28
C 2.09 -2.95 0.39
C 3.13 -1.78 0.35
C 4.24 -2.02 -0.67
O 4.61 -0.82 -1.36
C 5.47 0.01 -0.73
C 6.72 -0.57 -0.12
O 5.29 1.18 -0.75
H -8.42 -2.14 -0.59
H -7.47 -1.09 -1.61
H -8.16 -2.63 -2.23
H -6.47 -2.95 0.14
H -6.42 -3.88 -1.33
H -4.98 -3.47 -2.85
H -4.43 -1.81 -3.09
H -2.82 -3.95 -2.45
H -3.16 -3.27 -0.86
H -1.69 -1.84 -0.22
H -1.07 1.60 -0.07
H -0.98 0.10 0.79
H -3.32 -0.06 -0.90
H -3.25 0.22 0.86
H -0.54 0.01 -3.45
H -2.19 0.20 -2.93
H -1.57 2.30 -3.65
H -1.45 2.49 -1.93
H 0.99 1.74 -3.50
H 0.49 3.41 -3.45
H 0.50 2.16 -0.90
H 2.18 4.32 -1.90
H 0.55 4.58 -1.30
H 1.72 6.21 0.05
H 2.46 6.69 2.37
H 3.04 4.82 3.89
H 2.92 2.51 3.05
H 2.01 1.21 1.53
H 1.13 -4.08 -2.12
H -0.43 -3.71 -2.77
H -1.01 -5.67 -1.80
H -1.36 -4.64 -0.44
H -0.21 -6.74 0.09
H 0.64 -5.37 0.74
H 2.69 -6.46 -0.02
H 0.01 -3.21 0.85
H 0.49 -1.55 0.76
H 2.37 -3.67 -0.37
H 2.19 -3.40 1.38
H 3.53 -1.59 1.34
H 2.62 -0.88 0.03
H 5.11 -2.49 -0.22
H 3.84 -2.67 -1.44
H 7.35 -0.97 -0.90
H 6.49 -1.32 0.63
H 7.26 0.23 0.37
C 1.24 -3.11 -5.39
C 1.68 -2.70 -6.79
C 0.92 -3.42 -7.91
C 1.14 -4.86 -7.89
N 1.31 -5.99 -7.87
H 1.41 -4.18 -5.23
H 1.78 -2.56 -4.64
H 0.17 -2.92 -5.25
H 2.75 -2.88 -6.90
H 1.53 -1.62 -6.91
H 1.23 -3.03 -8.88
H -0.15 -3.22 -7.81
C -1.99 3.57 3.04
C -2.47 2.30 3.74
C -1.49 1.83 4.83
C -0.20 1.46 4.28
N 0.83 1.22 3.83
H -1.05 3.41 2.52
H -2.73 3.89 2.30
H -1.86 4.38 3.75
H -2.62 1.51 3.01
H -3.43 2.49 4.21
H -1.92 0.96 5.35
H -1.36 2.61 5.58
C 1.05 5.96 8.11
C -0.11 5.09 8.60
C -0.78 4.32 7.46
C -1.40 5.20 6.48
N -1.88 5.91 5.71
H 0.71 6.72 7.41
H 1.52 6.47 8.95
H 1.81 5.35 7.62
H -0.84 5.72 9.11
H 0.27 4.37 9.33
H -1.55 3.66 7.88
H -0.05 3.68 6.97
*
```

The following is a quantum chemistry calculation of C10H11N3O4PtS as an isolated structure, from the OMol25 dataset.

Values from the calculation:
F_max ... 0.0108 hartree/bohr
Total energy ... -1370.47800 Ha
Frontier orbital gap ... 8.320 eV
LUMO ... -0.3 eV
Energy above the lowest of the compared OMol25 structures with the same formula, charge and spin ... 0.7 kJ/mol

ORCA input file:
```
! wB97M-V def2-TZVPD RIJCOSX def2/J DEFGRID3
* xyz 0 1
Pt -0.49 -0.35 0.88
O -0.52 1.34 4.53
C -0.39 1.00 3.37
O -1.20 0.20 2.71
C 0.79 1.50 2.55
C 1.62 2.57 2.81
C 2.56 2.93 1.85
C 2.66 2.22 0.65
C 1.81 1.15 0.46
N 0.94 0.83 1.42
C 1.66 0.30 -0.80
O 2.37 0.50 -1.76
O 0.73 -0.62 -0.72
H 1.51 3.11 3.75
H 3.21 3.78 2.02
H 3.35 2.49 -0.13
C -2.52 0.58 -1.92
N -1.91 -0.67 -2.33
C -1.65 -1.70 -1.52
S -2.23 -1.74 0.12
N -0.97 -2.72 -2.02
C -0.45 -3.83 -1.23
H -3.06 1.00 -2.78
H -1.77 1.29 -1.58
H -3.22 0.39 -1.11
H -1.38 -0.64 -3.19
H -0.49 -2.56 -2.90
H 0.39 -3.51 -0.62
H -0.13 -4.61 -1.92
H -1.24 -4.22 -0.59
*
```

The following is a quantum chemistry calculation of C2H3InN as an isolated structure at a distorted geometry, from the OMol25 dataset.

Values from the calculation:
F_max ... 0.2169 hartree/bohr
Total energy ... -321.24396 Ha
Frontier orbital gap ... 6.760 eV
LUMO ... -21.7 eV
Energy above the lowest of the compared OMol25 structures with the same formula, charge and spin ... 49.4 kJ/mol

ORCA input file:
```
! wB97M-V def2-TZVPD RIJCOSX def2/J DEFGRID3
* xyz 3 1
In 0.14 -1.08 2.91
C -0.11 0.28 -0.97
C 0.21 0.03 0.41
N 0.48 -0.17 1.52
H -0.70 1.19 -1.06
H -0.81 -0.51 -1.25
H 0.81 0.26 -1.56
*
```

The following is a quantum chemistry calculation of an isolated ion of composition C5H7N2O and charge +1 at a distorted geometry, from the OMol25 dataset.

Values from the calculation:
F_max ... 0.0909 hartree/bohr
Total energy ... -379.06721 Ha
Frontier orbital gap (alpha / beta) ... 7.451 / 7.983 eV
LUMO (alpha / beta) ... -6.2 / -5.9 eV
Energy above the lowest of the compared OMol25 structures with the same formula, charge and spin ... 355.7 kJ/mol

ORCA input file:
```
! wB97M-V def2-TZVPD RIJCOSX def2/J DEFGRID3
* xyz 1 1
C -0.16 0.88 -0.23
C 1.89 -0.26 0.04
C -2.41 1.77 -0.30
C -0.20 -1.58 -0.03
C 1.05 -1.40 0.68
N -1.15 1.55 -0.34
N 1.12 0.87 -0.35
O 3.05 -0.32 -0.09
H -3.13 1.51 -1.18
H -2.88 2.23 0.58
H -1.12 -1.54 0.34
H -0.10 -1.83 -1.03
H 1.49 -2.37 0.77
H 0.84 -1.16 1.74
H 1.68 1.65 -0.60
*
```

The following is a quantum chemistry calculation of C27H24N6O2Zn as an isolated structure, from the OMol25 dataset.

Values from the calculation:
F_max ... 0.0107 hartree/bohr
Total energy ... -3301.20250 Ha
Frontier orbital gap ... 7.236 eV
LUMO ... -6.9 eV
Energy above the lowest of the compared OMol25 structures with the same formula, charge and spin ... 0.0 kJ/mol

ORCA input file:
```
! wB97M-V def2-TZVPD RIJCOSX def2/J DEFGRID3
* xyz 2 1
Zn -0.22 -0.55 -0.87
C -2.43 -3.88 1.29
O -1.46 -4.37 0.32
C -0.88 -3.32 -0.19
N -1.27 -2.15 0.17
C -2.39 -2.34 1.12
C -2.26 -1.61 2.44
C -3.13 -1.96 3.47
C -3.09 -1.30 4.69
C -2.19 -0.25 4.88
C -1.33 0.11 3.85
C -1.36 -0.57 2.64
C 0.20 -3.48 -1.18
C 0.68 -4.67 -1.68
C 1.73 -4.61 -2.60
C 2.25 -3.38 -2.98
C 1.69 -2.24 -2.43
N 0.68 -2.31 -1.56
C 2.10 -0.85 -2.66
N 1.42 0.12 -2.19
C 2.15 1.36 -2.52
C 3.41 0.84 -3.26
O 3.21 -0.60 -3.32
C 2.51 2.19 -1.30
C 2.83 3.53 -1.48
C 3.16 4.32 -0.38
C 3.20 3.76 0.89
C 2.91 2.42 1.07
C 2.56 1.64 -0.03
H -2.09 -4.20 2.28
H -3.39 -4.33 1.07
H -3.30 -2.00 0.62
H -3.85 -2.76 3.32
H -3.75 -1.59 5.49
H -2.16 0.28 5.82
H -0.63 0.92 4.00
H -0.67 -0.28 1.86
H 0.25 -5.61 -1.37
H 2.14 -5.52 -3.02
H 3.08 -3.30 -3.67
H 1.52 1.96 -3.19
H 4.32 1.03 -2.71
H 3.52 1.21 -4.28
H 2.82 3.96 -2.47
H 3.40 5.37 -0.53
H 3.47 4.38 1.74
H 2.97 1.98 2.05
H 2.33 0.59 0.13
N -1.31 4.67 -0.42
C -1.78 3.41 -0.33
C -0.98 2.30 -0.69
N -1.45 1.06 -0.58
C -2.71 0.89 -0.15
C -3.48 2.00 0.19
N -3.03 3.23 0.11
H -0.38 4.88 -0.74
H -1.93 5.42 -0.17
H 0.03 2.44 -1.02
H -3.10 -0.11 -0.08
H -4.50 1.87 0.54
*
```